1.
A 5-piece molecular cluster, C31H68FNO overall. Source: OMol25; level of theory: ωB97M-V with the def2-TZVPD basis set.

Geometry as XYZ:
```
102
Properties=species:S:1:pos:R:3:forces:R:3
F 4.8816 6.6387 -1.6460 -0.1 -0.2 0.0
O 1.1613 4.5370 -4.4353 -0.4 0.1 -0.1
N 2.2825 5.6150 -2.7367 -0.3 -0.3 0.5
C -0.7516 -1.1480 5.2001 0.0 0.0 0.0
C -1.6149 1.8671 0.7980 0.0 0.0 0.0
C 2.5020 1.5932 -6.1178 0.0 0.0 0.0
C 0.2343 -0.0457 4.8249 0.0 0.0 0.0
C 6.0680 3.4964 -2.5778 -0.1 0.2 0.2
C 1.9423 0.1981 -5.8622 0.0 0.0 0.0
C -2.6532 -1.3499 8.4135 0.0 0.0 0.0
C -3.9726 -4.3013 2.7821 0.0 0.0 0.0
C -2.3436 0.3692 6.5508 0.0 0.0 0.0
C 0.4408 -0.1107 -0.4439 0.0 0.0 0.0
C 1.6993 4.5124 -3.3608 0.0 0.0 0.0
C 5.0706 4.6103 -2.9084 0.2 -0.1 0.1
C -1.0100 0.0228 -0.8939 0.0 0.0 0.0
C -3.9969 -5.5013 1.8334 0.0 0.0 0.0
C -3.3546 -3.0343 2.1943 0.1 0.0 0.0
C -1.8901 -3.2005 1.7984 0.0 0.0 0.0
C -3.8208 0.7212 1.4139 0.0 -0.1 0.0
C 1.9026 3.2798 -2.5037 0.5 -0.2 0.2
C 3.7930 -2.9809 -6.4843 0.0 0.0 0.0
C 4.4985 5.2853 -1.6582 0.0 0.0 0.0
C -1.8847 -0.1279 7.9207 0.0 0.0 0.0
C 2.5026 3.7824 -1.1830 0.1 0.2 -0.5
C 4.1882 -0.8434 -5.1444 0.0 0.0 0.0
C 2.9800 5.2263 -1.5123 0.0 0.1 0.3
C 4.4167 -1.5891 -6.4580 0.0 0.0 0.0
C -2.1764 -0.6406 5.4146 -0.1 0.0 0.0
C 2.7198 -0.5826 -4.8030 0.0 0.0 0.0
C -1.5955 1.4157 -0.6637 0.0 0.0 0.0
C -6.1948 -4.9037 0.6773 0.0 0.0 0.0
C -4.7199 -5.2553 0.5100 0.0 0.0 0.0
C -2.3465 0.9181 1.7432 0.0 0.1 0.1
H 0.5496 0.0550 0.6296 0.0 0.0 0.0
H 4.6378 -1.4184 -4.3281 0.0 0.0 0.0
H 4.1831 -3.5970 -5.6711 0.0 0.0 0.0
H 0.8309 -1.1057 -0.6621 0.0 0.0 0.0
H -1.7649 -3.9504 1.0156 0.0 0.0 0.0
H 2.7078 -2.9390 -6.3803 0.0 0.0 0.0
H 4.7303 0.1059 -5.1767 0.0 0.0 0.0
H 2.6170 2.6354 -3.0301 -0.2 -0.1 0.1
H -3.4334 -2.2341 2.9365 0.0 0.0 0.0
H 0.9713 2.7241 -2.3868 0.0 0.1 -0.2
H 2.7283 5.9167 -0.7014 0.0 -0.1 -0.1
H 0.9041 0.2864 -5.5311 0.0 0.0 0.0
H -0.3983 -1.6685 6.0946 0.0 0.0 0.0
H -2.3203 -1.6475 9.4085 0.0 0.0 0.0
H -6.7245 -5.6952 1.2119 0.0 0.0 0.0
H 1.7672 3.8235 -0.3766 0.1 -0.2 -0.1
H -3.3998 0.6503 6.6109 0.0 0.0 0.0
H -0.7690 -1.8956 4.4021 0.0 0.0 0.0
H -4.6338 -6.1553 -0.1042 0.0 0.0 0.0
H -1.6191 -0.7277 -0.3821 0.0 0.0 0.0
H 3.3533 3.1632 -0.8911 -0.2 0.0 0.3
H -1.8028 1.2880 6.3067 0.0 0.0 0.0
H 6.5262 3.0885 -3.4806 -0.1 0.0 0.1
H -1.4744 -2.2643 1.4216 0.0 0.0 0.0
H 1.6615 6.4111 -2.6733 0.4 0.2 -0.3
H 5.5792 2.6830 -2.0296 0.1 0.0 -0.1
H 1.2289 -0.4543 4.6409 0.0 0.0 0.0
H -0.0894 0.4696 3.9169 0.0 0.0 0.0
H -0.5889 1.9972 1.1556 0.0 0.0 0.0
H 2.2127 -1.5332 -4.6159 0.0 0.0 0.0
H -2.5157 -2.2071 7.7527 0.0 0.0 0.0
H 2.6780 -0.0305 -3.8570 0.0 0.0 0.0
H -2.5236 -0.1767 4.4858 0.0 0.0 0.0
H -6.6791 -4.7732 -0.2911 0.0 0.0 0.0
H -4.4753 -6.3403 2.3484 0.0 0.0 0.0
H 1.0765 0.6142 -0.9594 0.0 0.0 0.0
H -6.3277 -3.9764 1.2368 0.0 0.0 0.0
H -3.4168 -4.5814 3.6829 0.0 0.0 0.0
H -4.2169 -4.4606 -0.0484 0.0 0.0 0.0
H -4.2854 0.0612 2.1480 -0.1 0.0 0.0
H -1.8515 -0.0577 1.7530 0.0 0.0 0.0
H -3.9328 -2.6999 1.3281 0.0 0.0 0.0
H 4.0119 -3.4909 -7.4232 0.0 0.0 0.0
H 1.8945 2.1378 -6.8402 0.0 0.0 0.0
H -2.0797 2.8566 0.8521 0.0 0.0 0.0
H 5.4935 -1.6764 -6.6243 0.0 0.0 0.0
H -2.9731 -5.8231 1.6238 0.0 0.0 0.0
H 4.9325 4.8392 -0.7522 0.0 0.1 -0.1
H 6.8615 3.8909 -1.9331 0.0 -0.1 -0.1
H -0.8151 -0.3548 7.8965 0.0 0.0 0.0
H -4.9895 -4.0772 3.1157 0.0 0.0 0.0
H 4.2669 4.2192 -3.5370 0.1 0.1 0.0
H -2.2604 1.3087 2.7608 0.0 0.0 0.0
H -1.0799 -0.2099 -1.9597 0.0 0.0 0.0
H -4.3671 1.6667 1.4180 0.0 0.0 0.0
H -2.0037 0.6846 8.6421 0.0 0.0 0.0
H -1.2885 -3.5093 2.6565 0.0 0.0 0.0
H 2.5094 2.1791 -5.1972 0.0 0.0 0.0
H 1.9131 -0.3647 -6.7994 0.0 0.0 0.0
H 0.3277 0.6994 5.6166 0.0 0.0 0.0
H 3.5221 1.5569 -6.5050 0.0 0.0 0.0
H -1.0208 2.1463 -1.2434 0.0 0.0 0.0
H -3.9549 0.2640 0.4318 0.0 0.0 0.0
H 5.5806 5.3901 -3.4799 -0.2 -0.1 0.0
H -2.6091 1.4445 -1.0717 0.0 0.0 0.0
H 4.0296 -0.9997 -7.2936 0.0 0.0 0.0
H -2.8362 -1.4962 5.5859 0.0 0.0 0.0
H -3.7235 -1.1393 8.4687 0.0 0.0 0.0
```
Forces are in eV/Å.

The HOMO-LUMO gap comes out at 10.468 eV. As for the HOMO energy: -9.90 eV. The value obtained for the LUMO energy is 0.564 eV. Its calculated total energy is -39506.8658 eV. Its largest force on an atom is 0.7 eV/Å. Its net charge is 0.



2.
C31H68O14S9 as an isolated structure at a distorted geometry. Source: OMol25; level of theory: ωB97M-V with the def2-TZVPD basis set.

Geometry as XYZ:
```
122
Properties=species:S:1:pos:R:3:forces:R:3
S 4.8645 -3.1152 -2.0649 0.2 -0.1 0.1
S -4.9575 -2.2298 1.6085 -0.1 -0.1 0.0
S -4.3192 -9.0917 6.4015 0.0 0.0 0.1
S 0.9096 -5.7623 0.0370 -0.1 0.0 0.1
S -4.6823 -7.1871 2.2213 0.0 -0.1 0.2
S 5.8636 5.2070 0.1868 0.1 0.1 0.1
S 0.4804 5.2857 1.0101 -0.6 6.0 1.9
S 1.7705 9.1128 -2.1215 0.0 -0.1 0.0
S 2.6374 5.8312 -5.7048 -0.1 0.0 0.0
O 2.0692 8.4669 -3.4323 0.0 0.1 0.1
O 1.4143 -5.2525 1.3428 0.0 -0.1 -0.1
O -5.4136 -0.8203 1.4282 0.0 -0.4 0.0
O -4.6275 -6.0350 1.2676 -0.1 -0.1 -0.1
O 1.4039 5.8541 1.9970 -0.3 -2.7 -0.9
O 1.3791 4.7868 -0.2896 -2.4 -0.4 1.8
O 3.2741 1.5881 -3.5503 0.1 0.1 0.9
O -0.3183 3.9467 1.5404 2.0 1.2 -2.7
O -4.8071 -8.8952 5.0054 0.1 -0.1 0.0
O 5.8065 3.8721 -0.4870 0.5 0.5 0.5
O 3.7366 -2.2004 -2.4144 -0.2 -0.3 -0.1
O 2.1718 6.0387 -7.1068 0.2 -0.1 0.1
O -0.4712 6.3753 0.7154 0.8 -3.4 -0.9
O 4.6189 0.2579 -2.3906 -0.9 1.1 1.0
C -2.2958 2.5327 -0.2963 -2.6 0.4 -0.3
C 0.1488 2.8850 0.6332 2.5 -1.9 -0.3
C 0.8809 -7.5622 0.1349 0.0 -0.1 0.0
C 3.8414 1.3838 -2.4904 -0.2 0.2 -1.2
C 0.0028 0.2746 1.3158 0.1 -0.3 0.7
C 0.8289 7.9311 -1.1429 0.0 0.2 -0.2
C 0.6022 1.7091 1.5883 -0.7 -0.9 0.5
C 5.0119 -3.1234 -0.2704 -0.1 0.1 0.1
C -3.5187 -10.7046 6.4692 0.1 -0.1 -0.1
C -6.3713 -7.2995 2.8327 -0.2 0.0 -0.1
C 4.1405 6.7988 -5.4871 0.1 0.1 -0.1
C -4.1446 -2.7345 0.0832 0.1 -0.1 -0.2
C -6.3979 -3.2912 1.4118 -0.2 -0.1 0.0
C -0.7729 2.6264 -0.6026 -1.0 -0.1 0.3
C -5.2694 2.3458 0.0603 2.5 0.6 -0.8
C -4.7382 -8.6963 1.2395 -0.1 -0.1 -0.1
C 3.6136 2.3696 -1.2818 -0.9 -1.3 -0.1
C 0.4098 10.2651 -2.3861 -0.1 0.1 -0.1
C 7.5177 5.3890 0.8771 0.1 -0.1 0.0
C -2.8921 1.9291 0.8868 -1.3 0.6 -1.1
C 2.0386 2.6421 -1.2941 0.6 -0.4 -0.4
C -2.8106 -8.1240 6.5840 0.1 0.1 -0.1
C 5.0140 5.0505 1.7683 0.0 -0.2 0.0
C -0.8799 -5.5478 0.0273 -0.1 0.0 0.0
C 1.5444 3.3540 0.0115 1.0 0.1 -0.8
C -3.2395 3.0726 -1.3029 -1.1 -0.1 0.5
C 4.2462 -4.7992 -2.2127 -0.2 -0.1 0.0
C -4.6955 2.9881 -1.1264 1.6 -1.1 1.8
C -4.3478 1.8420 1.0669 0.4 0.8 -1.4
C 3.4390 4.2177 -5.6373 0.1 0.0 -0.1
C -2.7466 3.7731 -2.6304 0.6 -0.2 1.6
H 2.4403 3.3552 0.6858 -1.2 -0.4 0.2
H 4.1529 -0.4701 -2.8814 0.5 0.4 0.3
H 4.0427 -3.3406 0.1821 0.0 0.0 -0.1
H -6.0815 -4.3352 1.4181 0.1 0.1 0.0
H 5.1391 5.9700 2.3407 0.0 0.0 -0.1
H 5.7445 -3.8734 0.0302 0.0 0.0 -0.1
H 3.3249 -4.9079 -1.6381 0.0 0.1 0.0
H -6.4779 -8.1996 3.4370 0.1 0.1 0.0
H -0.5864 -0.0293 2.2287 0.5 0.1 -1.1
H -5.3536 3.3993 -1.9224 0.6 -0.4 0.7
H 4.2224 3.3110 -1.3629 -0.6 -1.3 0.1
H -3.0432 -10.8339 7.4422 0.0 0.0 0.0
H -5.5394 -8.6317 0.5018 0.0 0.1 0.0
H 2.6816 3.4499 -5.7904 0.0 0.1 0.1
H -1.0972 -4.4804 0.0079 0.1 0.0 0.0
H -6.3803 2.2787 0.1247 1.2 -0.1 0.3
H -4.2803 -11.4721 6.3345 0.0 0.1 0.0
H 3.8226 1.7927 -0.3360 0.2 0.8 -0.9
H -3.9041 -3.7980 0.1358 -0.1 0.0 0.1
H 1.5796 1.6251 -1.4580 0.1 1.2 0.4
H -0.0239 7.5689 -1.7177 0.0 0.0 0.0
H 3.8772 7.8546 -5.5352 -0.1 -0.1 0.1
H 0.7659 11.0787 -3.0177 0.1 -0.1 0.0
H -3.7826 -8.8085 0.7275 0.0 0.1 0.1
H -0.5566 3.4414 -1.3527 -0.5 -0.7 0.9
H -2.1131 -8.3663 5.7811 -0.1 0.0 0.0
H 0.3377 -7.8775 1.0268 0.0 0.1 0.0
H -6.5725 -6.4239 3.4496 0.1 0.0 0.0
H -3.2247 -2.1586 -0.0217 -0.1 0.1 0.1
H 5.4168 4.2024 2.3244 0.1 0.0 -0.1
H -1.9266 3.1293 -3.0360 -0.9 0.6 -0.3
H -4.7731 1.3635 1.9804 0.6 0.4 -1.0
H 4.1941 4.1441 -6.4216 0.0 0.1 0.0
H -3.5832 3.9608 -3.3427 0.8 -0.4 0.5
H 0.4866 8.4033 -0.2233 0.1 0.0 0.0
H 3.9532 4.8883 1.5760 0.0 0.1 0.0
H -7.0692 -7.3215 1.9937 0.1 0.1 -0.1
H 0.0828 10.6683 -1.4267 0.1 0.0 0.0
H -0.4174 9.7558 -2.8824 0.1 -0.1 0.0
H -2.7769 -10.7855 5.6736 0.0 0.1 0.0
H 1.8219 3.2701 -2.1945 -0.1 -0.6 0.8
H -1.3130 -5.9898 0.9256 0.1 0.0 0.0
H 0.8308 -0.4701 1.2099 -0.7 0.6 0.0
H -2.2538 1.5098 1.6939 -0.5 0.4 -0.7
H 1.7240 1.6024 1.6275 -1.1 0.4 -0.3
H -2.2747 4.7661 -2.3698 -0.5 -0.9 -0.3
H 1.9087 -7.9200 0.1909 0.0 0.1 0.0
H 7.7638 4.5196 1.4882 -0.1 0.0 0.0
H -6.9072 -3.0564 0.4759 0.1 0.1 0.0
H 1.4802 7.0955 -0.8987 0.1 0.2 -0.1
H -4.7960 -2.5361 -0.7691 0.0 0.1 0.1
H -0.6739 0.1762 0.4349 0.6 0.3 0.7
H 3.8988 4.0795 -4.6581 -0.1 0.0 0.0
H 8.2266 5.4653 0.0532 -0.1 0.0 0.0
H 4.5767 6.5794 -4.5118 -0.1 0.0 0.0
H 7.5631 6.2977 1.4785 -0.1 0.0 0.0
H -4.8989 -9.5510 1.8976 0.0 0.1 0.1
H -3.0721 -7.0677 6.5302 -0.1 -0.1 0.0
H 4.0433 -5.0018 -3.2640 0.1 0.1 0.0
H 4.8521 6.5639 -6.2806 -0.1 -0.1 0.0
H 5.0006 -5.4987 -1.8505 0.0 0.1 0.0
H 5.3500 -2.1383 0.0501 0.0 0.0 -0.1
H -1.2987 -6.0181 -0.8634 0.0 0.0 0.0
H 0.3113 2.0065 2.6366 0.3 -0.2 -1.1
H -7.0738 -3.1110 2.2482 0.1 0.1 0.0
H -0.5014 1.6721 -1.1402 0.1 0.9 0.8
H -2.3576 -8.3354 7.5535 -0.1 0.0 0.0
H 0.4049 -7.9677 -0.7590 0.0 0.1 0.0
```
Forces are in eV/Å.

The HOMO-LUMO gap comes out at 7.940 eV. As for the HOMO energy: -7.82 eV. The value obtained for the LUMO energy is 0.118 eV. Its calculated total energy is -159422.9824 eV. Its largest force on an atom is 6.4 eV/Å. Its net charge is 0.